No. 1
25
Properties=species:S:1:pos:R:3:forces:R:3:mulliken_charge:R:1 method="wB97M-V/def2-TZVPD" relative_energy_kcal_mol=75.48 spin_multiplicity=1 orbital_gap_ev=9.58 e_lumo_ev=0.80
H -1.687721 2.242617 -2.301915 0.0 0.0 0.4 0.226
N -1.445549 2.178587 -1.301944 0.1 0.1 -0.6 -0.584
C -0.189442 2.002974 -1.185385 0.4 0.2 0.4 0.258
N 0.754392 1.946856 -2.201596 -0.2 -0.2 -0.4 -0.524
C 0.402544 1.902607 0.144231 0.7 0.9 -0.1 0.147
C 0.921498 1.791713 1.222988 0.5 0.9 -0.4 0.278
C 1.521148 1.672086 2.553513 -0.1 -0.2 0.2 -1.146
H 0.393152 1.730623 -3.128552 0.2 0.1 0.4 0.228
H 1.636629 1.499040 -1.985830 -0.3 0.1 0.0 0.243
H 2.411872 2.303652 2.638699 -0.2 -0.1 -0.1 0.336
H 0.806468 1.985553 3.329606 0.2 -0.1 -0.3 0.297
H 1.817945 0.630114 2.757469 -0.1 0.3 -0.1 0.309
C -0.371880 -2.575907 -1.671524 -0.1 0.1 0.2 -0.833
C 0.517618 -2.628905 -0.678111 0.0 0.0 -0.1 0.159
O 0.369352 -2.289470 0.620617 0.1 0.0 -0.1 -0.403
C -0.895697 -1.779220 1.030417 -0.7 -0.3 0.3 -0.589
C -1.066046 -0.315563 0.685128 -0.7 -1.2 -0.1 -0.012
H -1.388590 -2.205293 -1.553000 0.3 -0.1 0.0 0.233
H -0.073464 -2.912954 -2.652803 0.0 0.0 0.0 0.263
H 1.529379 -2.992577 -0.840418 -0.1 0.0 0.0 0.368
H -1.699829 -2.397916 0.598895 0.2 0.1 0.1 0.379
H -0.914557 -1.924581 2.123254 0.0 0.0 -0.4 0.331
H -2.033072 0.055991 1.038335 0.1 -0.1 -0.1 0.269
H -1.028028 -0.161052 -0.403431 0.0 -0.1 0.5 0.152
H -0.288122 0.241026 1.161360 -0.3 -0.4 0.1 -0.383

---

No. 2
30
Properties=species:S:1:pos:R:3:forces:R:3:mulliken_charge:R:1 method="wB97M-V/def2-TZVPD" relative_energy_kcal_mol=10.65 spin_multiplicity=1 orbital_gap_ev=10.24 e_lumo_ev=0.40 smiles="C[C@@H](O)[C@H](N)C(=O)N[C@@H](CC(=O)O)C(=O)O"
C 2.856045 1.425290 0.584928 -0.2 -0.4 0.4 -1.376
C 2.729398 0.171420 -0.244265 -0.1 0.9 0.2 0.200
O 3.969912 -0.462317 -0.383084 1.6 0.0 -0.6 -0.582
C 1.812118 -0.847841 0.399893 0.1 -0.9 0.5 0.385
N 1.842978 -2.026503 -0.442141 -0.1 -0.1 -0.8 -0.716
C 0.397415 -0.313443 0.546018 0.3 0.7 0.4 0.085
O 0.062591 0.432517 1.462847 0.0 -0.4 -0.2 -0.672
N -0.443511 -0.640584 -0.435060 0.2 -1.3 -1.6 -0.022
C -1.786818 -0.133578 -0.498459 0.6 -0.5 -0.7 -0.134
C -2.711818 -0.798643 0.520985 -0.5 -0.2 0.2 -0.779
C -4.197300 -0.733443 0.117484 0.0 -0.3 0.1 0.457
O -4.785309 -1.769296 -0.124823 0.2 1.5 0.2 -0.565
O -4.781818 0.488546 0.037991 -1.0 -2.0 -0.3 -0.494
C -1.687313 1.378118 -0.416682 -2.2 1.0 0.6 0.731
O -2.539556 2.070508 0.116549 0.3 -0.6 0.0 -0.732
O -0.675979 1.963378 -1.033001 1.0 -0.4 0.0 -0.417
H 1.859642 1.757978 0.825436 -0.2 0.4 0.2 0.331
H 3.372982 2.206029 0.059515 0.4 0.4 -0.3 0.421
H 3.381456 1.188374 1.513104 0.0 0.1 0.0 0.342
H 2.320198 0.421840 -1.220858 -0.2 0.0 -0.4 0.249
H 4.640806 0.159250 -0.746723 -0.9 -0.6 0.4 0.353
H 2.173307 -1.032475 1.425990 0.0 0.1 -0.2 0.279
H 1.449122 -2.869639 -0.059252 0.0 0.0 0.3 0.203
H 2.769914 -2.205019 -0.813365 -0.2 0.0 0.3 0.216
H -0.074873 -1.134964 -1.265685 -0.1 0.3 1.1 0.342
H -2.143383 -0.463490 -1.490863 0.0 0.6 0.2 0.365
H -2.506247 -0.395612 1.512917 -0.2 0.1 0.0 0.379
H -2.532722 -1.889960 0.561336 0.3 0.7 -0.2 0.367
H -4.166757 1.209984 0.119880 1.1 0.7 0.4 0.427
H -0.604470 2.843576 -0.630617 -0.1 0.1 -0.3 0.359

---

No. 3
30
Properties=species:S:1:pos:R:3:forces:R:3:mulliken_charge:R:1 method="wB97M-V/def2-TZVPD" relative_energy_kcal_mol=205.14 spin_multiplicity=1 orbital_gap_ev=8.54 e_lumo_ev=-0.62
C -0.253558 1.060925 0.941811 3.6 0.2 -0.1 -0.009
C 0.673376 0.421306 -0.075750 5.7 2.5 2.6 0.271
C -0.472220 -0.163565 1.899132 2.5 -2.3 -2.6 -0.431
C -1.254575 0.204135 3.045009 -5.0 2.4 0.3 -0.812
C -2.306041 -0.789569 3.768732 3.7 2.7 0.2 0.433
C 1.614295 -0.002027 -2.326143 -0.2 -0.6 -1.3 -0.500
C 0.955409 0.102680 -3.744413 6.0 -7.8 -2.1 0.382
C 2.070532 -1.561323 -2.304045 0.3 0.5 -1.9 -0.091
H -1.031733 2.463970 -0.284344 -0.8 -1.6 0.0 0.318
H -1.849362 0.772601 -0.248422 1.0 2.9 0.6 0.311
H 0.591987 1.934659 1.373626 -3.1 -2.4 -0.8 0.278
H 0.566756 -0.749343 2.182955 -2.4 2.1 -0.7 0.278
H -0.858250 -0.924654 1.127949 -0.5 0.6 1.5 0.312
H -0.664352 0.807251 3.712677 0.3 -0.5 1.0 0.467
H -1.968396 1.160923 2.705174 1.3 -2.5 0.5 0.263
H -3.421925 -0.432516 5.424849 1.8 0.5 -1.8 0.347
H -0.619886 0.070958 -1.958618 4.7 1.2 3.0 0.352
H 2.394960 0.855156 -2.311658 -0.8 -1.8 0.5 0.261
H 2.653166 -1.572174 -3.457902 -1.4 -0.8 3.9 0.287
H 0.965547 -2.226453 -2.428367 3.4 1.7 0.6 0.159
H 2.788236 -0.832608 -0.628402 0.7 -4.3 -0.9 0.439
H -0.702934 0.650525 -4.557661 3.4 1.5 2.6 0.441
N -1.343102 1.616568 0.235437 -2.4 -0.8 0.2 -0.507
N 0.515524 0.316520 -1.399028 -4.1 -1.6 -2.0 -0.003
O 1.859329 0.463305 0.490598 -1.9 -1.8 -3.5 -0.737
O -2.437374 -1.949575 3.590769 -0.9 -0.7 -0.2 -0.505
O -2.732687 -0.011115 4.785409 -2.6 -1.0 1.8 -0.423
O 1.295679 -0.777508 -4.654284 -2.5 4.8 3.1 -0.614
O 2.901901 -1.866941 -1.129925 -2.3 4.9 -0.3 -0.523
O 0.069700 0.957889 -3.775165 -7.4 1.9 -4.1 -0.443

---

No. 4
25
Properties=species:S:1:pos:R:3:forces:R:3:mulliken_charge:R:1 method="wB97M-V/def2-TZVPD" charge=+1 relative_energy_kcal_mol=46.46 spin_multiplicity=1 orbital_gap_ev=11.34 e_lumo_ev=-3.43
C 2.400325 -1.534355 0.076864 -1.4 -2.3 -0.5 -0.104
C 2.632788 0.499061 0.044341 0.8 0.3 -0.4 0.004
C -1.123519 0.699066 0.193993 3.7 -2.3 -0.2 -1.430
C -0.218526 -1.659614 -0.065473 0.4 1.6 1.7 -0.917
C -1.314203 -0.688284 -0.475258 0.1 0.6 -1.4 0.713
C 0.279307 1.346185 -0.288245 -2.1 -0.9 0.4 0.425
C -2.634614 -1.343031 -0.168827 -0.1 -2.1 0.5 -1.433
C 0.519329 2.651273 0.472268 -1.3 -1.5 -0.4 -1.251
N 3.360295 -0.650548 0.069935 -1.8 1.7 0.3 -0.412
N 1.113181 -0.978361 -0.012841 1.8 -4.0 0.1 -0.124
N 1.313105 0.296558 -0.006912 1.1 3.3 -0.3 0.303
H 2.625152 -2.641559 0.085658 -0.8 1.4 0.0 0.361
H 3.050998 1.492419 -0.052574 0.0 -0.2 0.2 0.338
H -1.924566 1.290855 -0.022662 -2.0 1.9 -0.9 0.559
H -1.107163 0.576809 1.281405 0.2 0.1 0.0 0.429
H -0.450958 -1.983864 0.958795 0.2 0.3 -0.1 0.359
H -0.106022 -2.557506 -0.599872 0.1 -0.9 -1.2 0.439
H -1.374892 -0.505653 -1.596104 0.7 -0.2 1.1 0.167
H 0.265604 1.531392 -1.374424 0.1 -0.4 0.3 0.319
H -2.628244 -2.032595 0.773358 -0.2 1.5 -1.6 0.326
H -2.930840 -1.934509 -1.054970 0.2 -0.2 0.7 0.382
H -3.376064 -0.588315 -0.141835 -1.0 0.7 0.6 0.406
H 0.231760 3.457481 -0.190487 -0.2 0.3 0.3 0.315
H 1.523763 2.757042 0.753364 1.3 0.4 0.5 0.423
H -0.125994 2.500057 1.340502 0.3 1.1 0.2 0.401

---

No. 5
27
Properties=species:S:1:pos:R:3:forces:R:3:lowdin_spin:R:1 method="wB97M-V/def2-TZVPD" charge=-1 spin_multiplicity=3 orbital_gap_ev="2.26 / 6.37" e_lumo_ev="2.51 / 2.46"
C -1.712795 -0.580069 1.240399 -2.1 -0.9 2.8 0.085
Ni -0.465589 0.104407 0.222877 1.0 0.3 -3.4 1.149
N 0.829171 0.032182 -1.129321 2.1 1.0 -1.4 0.071
H -1.368857 1.350554 -0.222917 -0.1 0.4 -0.3 0.113
H 1.368011 0.869000 -0.994989 1.1 0.8 -0.2 0.059
H -0.671506 -0.796084 -1.074915 -2.0 -0.9 1.2 0.007
H -2.697503 -0.455044 0.774322 0.0 0.2 0.6 0.011
H -1.460109 0.068835 2.157311 -1.3 -1.4 -0.5 0.008
H -1.550375 -1.679370 1.313768 0.0 0.5 0.6 0.030
H 1.411277 -0.791341 -1.032789 0.3 -0.2 -0.3 0.089
H 0.426397 0.027232 -2.065836 0.4 0.0 0.0 0.072
N -0.796256 3.137588 1.460453 0.7 0.8 1.0 0.030
C 0.337064 2.501510 1.814428 -0.6 -2.7 -1.2 0.031
N 0.645682 1.250549 1.439861 0.4 0.9 1.0 0.035
C 1.897107 0.816803 1.955636 -1.3 1.2 -0.8 0.025
C 2.571575 -0.380092 1.667776 0.5 0.2 0.5 0.036
C 3.897823 -0.501962 2.114415 -0.6 0.0 0.0 0.024
C 4.504343 0.499568 2.879464 -0.1 0.3 0.2 0.003
C 3.799933 1.668489 3.196027 0.0 -0.2 -0.2 0.008
C 2.506430 1.822193 2.697320 1.0 0.0 0.6 0.010
S 1.487322 3.251266 2.819801 1.1 0.2 0.7 0.033
H -0.885574 4.089805 1.779428 -0.1 -0.1 -0.2 0.003
H -1.393480 2.773506 0.725854 0.1 -0.8 -0.4 0.035
H 2.087025 -1.196783 1.140115 0.0 0.3 0.0 0.024
H 4.462834 -1.400991 1.866284 -0.2 0.2 0.1 0.005
H 5.534151 0.368207 3.231835 -0.5 0.1 -0.1 0.000
H 4.235124 2.456352 3.799723 0.2 -0.1 -0.1 0.002

---

No. 6
28
Properties=species:S:1:pos:R:3:forces:R:3:mulliken_charge:R:1 method="wB97M-V/def2-TZVPD" charge=+1 relative_energy_kcal_mol=215.62 spin_multiplicity=1 orbital_gap_ev="9.71 / 7.46" e_lumo_ev="-3.91 / -5.14"
C 1.880962 1.737091 0.182597 -0.1 1.0 -0.2 0.363
C -1.040271 0.681134 -0.349744 0.0 0.3 0.3 0.363
C 3.120820 0.899235 0.420259 -0.5 1.6 -1.4 -0.641
C 2.608169 -0.473518 0.164540 2.9 -3.6 0.8 -0.662
C 1.296746 -0.367089 -0.550651 -0.6 -2.1 -2.1 -0.089
C 0.418825 -2.978312 -0.517108 1.4 2.8 -1.7 -0.814
C -3.140364 2.012109 -0.262584 -1.4 0.5 -1.5 -0.846
C -2.758850 -0.098425 0.961955 -3.6 1.7 -1.2 -1.077
N 1.114666 0.979390 -0.728772 -0.3 1.2 -0.2 0.087
N 0.097642 -2.100194 0.591273 -0.7 -2.7 0.7 -0.282
N -2.245193 0.913113 0.009368 1.0 -1.7 -0.6 0.128
O 1.516522 2.811587 0.529455 0.3 0.4 0.6 -0.519
O -0.214788 1.472554 -0.991654 0.1 -0.5 0.1 -0.267
O 0.299514 -0.859396 0.436648 0.3 1.5 -0.3 0.014
H 3.895725 1.231889 -0.290432 -0.5 -0.2 -0.2 0.293
H 3.572343 1.139244 1.326612 0.3 0.0 1.9 0.373
H 3.396048 -1.043312 -0.419940 -1.2 0.5 0.3 0.317
H 2.524739 -1.137741 1.121540 -0.2 1.5 -1.6 0.364
H 1.153727 -0.901810 -1.551760 0.2 0.4 1.7 0.650
H 0.091174 -3.948212 -0.416007 -0.7 -2.0 1.1 0.379
H -0.112833 -2.601281 -1.397625 -0.2 0.1 -0.2 0.349
H 1.489174 -2.965899 -0.850951 -0.6 -0.1 0.6 0.293
H -3.147856 2.386586 0.770406 -1.4 1.0 -0.8 0.414
H -4.090210 1.580473 -0.770049 1.1 0.6 1.8 0.304
H -2.867280 2.747239 -1.065431 0.7 -0.6 1.2 0.311
H -3.186074 -0.954510 0.528070 -0.4 -1.0 -1.4 0.372
H -3.621319 0.277170 1.548587 0.8 0.5 -0.3 0.355
H -2.051768 -0.439113 1.571389 3.1 -0.9 2.5 0.467

---

No. 7
28
Properties=species:S:1:pos:R:3:forces:R:3:mulliken_charge:R:1 method="wB97M-V/def2-TZVPD" charge=+1 relative_energy_kcal_mol=119.34 spin_multiplicity=1 orbital_gap_ev="8.64 / 8.64" e_lumo_ev="-4.93 / -4.93" smiles="C[NH+](C)C1=[N+]([O-])C(=O)C(=O)NC1(C)C"
C -1.597202 -1.521406 -1.231975 -0.2 -0.5 -2.5 -0.785
N -0.195301 -1.027852 -1.124450 1.5 1.0 -0.2 0.312
C 0.487760 -1.041222 -2.443863 3.0 -0.5 -0.3 -0.996
C -0.032263 0.225820 -0.365138 -0.4 2.4 -0.7 -0.801
N -0.508086 1.399604 -0.817514 -0.6 -3.7 -2.1 0.780
O -1.140029 1.496421 -1.933589 1.0 0.3 1.5 -0.650
C -0.620044 2.473903 0.188892 -1.3 2.4 1.0 0.000
O -0.501589 3.629972 -0.047162 0.3 -1.2 -0.4 -0.373
C -1.200480 1.932650 1.548784 0.1 0.7 -1.0 0.601
O -2.144767 2.440193 2.082671 0.3 -0.1 0.0 -0.533
N -0.462206 0.888577 1.905209 -0.3 -2.8 3.0 -0.080
C 0.514636 0.229006 1.018739 0.7 -1.4 1.4 1.303
C 1.889991 0.900567 1.201931 1.0 2.2 -1.6 -1.240
C 0.622408 -1.272965 1.508284 -0.5 0.6 -1.0 -1.893
H -1.536187 -2.503877 -0.812683 -0.6 -0.7 0.1 0.414
H -2.174108 -0.872094 -0.643461 -1.2 0.6 0.6 0.317
H -1.960859 -1.549913 -2.353046 0.8 0.2 2.4 0.346
H 0.392698 -1.693319 -0.585170 -0.9 0.3 -0.2 0.405
H 0.277724 -1.995469 -2.945150 0.2 0.2 0.4 0.478
H 0.205364 -0.253293 -3.079455 -0.9 1.1 -0.5 0.402
H 1.629103 -0.882331 -2.291133 -1.9 -0.6 -0.1 0.325
H -0.724570 0.361994 2.811992 0.5 1.3 -2.0 0.325
H 2.610092 0.570780 0.358160 -1.0 0.5 1.4 0.305
H 2.375624 0.709523 2.191540 -0.7 0.0 -0.8 0.388
H 1.758013 2.094514 1.099355 0.4 -2.7 0.2 0.261
H 1.148812 -1.174765 2.478069 -1.0 -0.8 -0.2 0.494
H 1.341340 -1.856138 0.849492 -0.7 0.6 0.8 0.438
H -0.455873 -1.708880 1.430671 2.1 0.3 0.9 0.456

---

No. 8
28
Properties=species:S:1:pos:R:3:forces:R:3:mulliken_charge:R:1 method="wB97M-V/def2-TZVPD" charge=+1 relative_energy_kcal_mol=140.55 spin_multiplicity=1 orbital_gap_ev=9.43 e_lumo_ev=-3.08
C 0.543603 -2.233347 -1.542829 1.9 1.6 -3.8 -1.033
N -0.027072 -1.052803 -0.850007 -0.2 1.4 -2.1 0.006
C 0.349188 -1.059544 0.565077 1.4 -1.4 2.9 -0.260
C -0.844862 -0.829043 1.510986 1.1 -3.7 0.9 -0.894
C -1.571442 0.328456 1.178037 -3.7 3.7 -0.5 -1.009
N -1.526496 1.443672 1.872316 1.7 0.1 1.4 0.949
O -0.720020 1.734845 2.767176 0.6 -0.6 0.4 -0.755
O -2.382833 2.448614 1.617061 -1.3 0.4 -0.9 -0.436
C 1.322171 0.109921 0.802622 -0.6 1.3 -1.2 -0.250
C 1.687739 0.715427 -0.562831 -1.8 -0.3 0.3 -1.372
C 0.484596 0.337466 -1.455791 1.8 -2.1 0.7 1.176
O 0.814904 0.040228 -2.763718 0.7 2.6 -0.6 -0.551
C -0.534539 1.326457 -1.328199 0.0 -0.7 -0.2 -0.258
N -1.317709 2.133914 -1.216018 -1.4 1.7 -0.1 -0.344
H 0.281069 -3.044573 -0.996830 -0.7 -2.5 1.9 0.553
H 0.057351 -2.394701 -2.579223 1.1 0.7 1.6 0.318
H 1.701887 -2.145311 -1.608901 -2.2 -0.1 0.0 0.331
H -1.026567 -1.018640 -1.120143 0.2 -0.3 1.0 0.501
H 0.859338 -2.105226 0.809132 -1.1 2.2 -0.6 0.421
H -0.463469 -0.696958 2.548269 0.0 -0.3 -0.6 0.410
H -1.440620 -1.804168 1.497553 0.2 1.5 0.1 0.385
H -2.430262 0.457064 0.531223 0.1 -0.9 -0.4 0.692
H -2.142426 3.193310 2.224777 0.2 -1.0 -0.3 0.415
H 2.109710 -0.042268 1.495624 0.9 -0.7 0.3 0.510
H 0.777201 0.937864 1.270411 -0.2 -0.4 0.2 0.141
H 1.673025 1.774649 -0.501889 0.1 1.1 0.3 0.503
H 2.563854 0.515184 -1.096791 1.5 -1.2 -0.4 0.372
H 1.202678 0.929512 -3.067093 -0.6 -2.0 -0.2 0.479